Below is C29H58Br2N4OS3 in the gas phase, with properties calculated with ωB97M-V/def2-TZVPD.

The calculation puts the strongest force on any atom at 0.57 eV Å⁻¹.

Geometry as XYZ:
```
97
C29H58Br2N4OS3 | the OMol25 dataset | ωB97M-V/def2-TZVPD
H -0.255 -2.699 -3.086
S 0.055 -1.241 -0.526
C -4.810 -3.962 2.181
H 4.315 0.771 -0.242
C -2.031 -0.513 -3.507
H -0.469 -3.832 0.764
H 3.870 4.775 3.131
C -0.980 -2.839 -3.896
H 4.924 6.970 1.362
H 2.462 0.417 3.441
C -2.248 -2.028 -3.600
H -2.459 -1.018 1.029
C -2.282 1.247 -1.764
C -1.440 -4.839 -0.901
C -1.147 -5.873 -1.999
H -2.679 -2.364 -2.650
C 3.752 3.269 1.068
H -2.977 -2.239 -4.391
H 2.574 6.548 3.231
H -5.488 -1.107 0.971
H 2.563 -0.606 -3.415
H -1.554 1.147 0.291
H -3.711 -3.409 0.426
H -1.131 -4.605 -5.126
C 3.166 7.228 2.610
H -4.516 0.753 -0.368
C 4.649 5.121 2.443
C 1.480 2.528 1.810
H 2.599 7.379 1.687
C 3.722 2.820 -0.428
H -2.734 -3.424 2.597
H -3.085 -5.126 2.866
H -0.532 -2.435 -4.812
H -2.085 -6.314 -2.353
C -0.240 -4.595 0.015
H -2.281 -5.186 -0.289
H 5.616 4.829 2.861
H 2.268 -0.802 -1.691
H -1.226 -0.203 -4.188
H 1.953 3.125 -1.448
H -5.161 -4.951 1.868
H 4.385 0.540 -2.516
H 2.517 4.484 -0.717
H -5.453 -3.283 0.233
H 1.599 -0.135 4.874
H 5.732 2.007 1.453
C -0.401 -0.260 -1.733
H 0.499 -4.774 -2.882
C -4.632 -3.092 0.933
Br 0.177 4.425 3.481
H 5.269 7.073 3.078
H 1.927 1.533 1.750
H -5.585 -3.535 2.826
H -3.271 1.323 -2.227
H -1.753 -3.888 -1.350
H -3.933 1.043 1.269
S 4.601 2.057 2.172
H -2.647 2.483 -0.070
H -3.284 -1.351 -0.499
N 2.789 3.640 -1.202
S 0.732 0.730 -2.684
C 0.925 2.714 3.206
C 3.490 1.329 -0.686
C 4.570 6.651 2.349
Br 0.159 2.055 5.831
N 4.491 4.504 1.117
C -3.652 0.617 0.297
H 0.302 3.542 0.485
C -1.273 -4.349 -4.074
C 2.339 -0.063 -2.492
H 4.023 5.173 0.512
C -0.405 -5.297 -3.215
H -0.539 -6.675 -1.563
N 0.414 2.605 0.847
H -4.404 -1.443 2.316
H 4.744 3.048 -0.765
H -2.935 0.007 -3.832
H -3.624 -3.933 4.044
H 0.626 -4.239 -0.553
H 3.221 8.182 3.139
H -1.669 2.053 -2.199
C 3.432 0.968 -2.188
H 0.819 -0.218 3.280
C 0.927 1.764 4.127
C -3.492 -4.118 2.976
C 1.480 0.376 3.920
H 0.039 -5.516 0.537
C -4.535 -1.581 1.236
C -3.400 -0.882 0.483
N -1.762 -0.090 -2.119
H 0.520 1.941 0.092
C -2.464 1.418 -0.254
O 2.476 3.542 1.644
H 2.575 0.975 -0.204
H 3.276 1.860 -2.800
H -2.327 -4.519 -3.822
H -0.083 -6.139 -3.838
```

***

Below is 4 unconnected molecules or ions with the total composition C29H58BrN3O11P at a distorted geometry, with properties calculated with ωB97M-V/def2-TZVPD.

The calculation puts the strongest force on any atom at 8.07 eV Å⁻¹. As for the net charge: +1.

Geometry as XYZ:
```
103
C29H58BrN3O11P | the OMol25 dataset | ωB97M-V/def2-TZVPD
H 1.626 -5.807 -1.330
C 2.112 -0.875 -9.930
H 1.036 1.496 -10.345
O -9.860 2.901 6.996
H 0.524 1.054 4.973
C -0.710 -0.813 4.540
C 3.002 0.622 -6.892
C 4.562 -4.804 -4.075
P 5.893 -3.659 -3.251
O 0.828 -0.499 -9.788
N 4.051 -4.031 -5.262
H 2.641 -0.264 -7.415
H -3.402 5.101 4.657
H -2.952 7.282 8.104
H -1.572 6.969 6.801
H -4.740 7.319 6.331
H -1.931 0.357 6.671
C -1.492 1.262 6.090
H -0.603 0.826 -10.407
H 3.730 -3.270 -8.462
H 4.831 -3.482 -5.693
O -8.096 4.044 6.120
H -0.948 1.402 3.907
H -1.170 -2.899 1.457
C 5.468 -6.942 -3.813
H 0.593 -2.804 -0.966
O 4.255 0.298 -6.291
H 3.881 -5.574 -2.028
O 5.985 0.877 -5.097
C 0.449 0.611 -10.603
H -1.692 -0.990 3.960
H -0.182 -5.032 0.636
H -0.850 1.943 6.752
H -10.518 6.836 5.613
H 2.724 -3.358 -2.409
H 1.407 -4.875 -4.683
H 0.879 -3.175 -3.966
H -0.302 -3.338 3.745
C -3.734 5.344 5.747
H -2.797 4.848 7.834
H 6.115 2.175 -3.475
N 2.350 -4.268 -2.763
H -8.584 1.425 6.275
N 5.366 -5.958 -4.668
H 0.389 -0.493 2.607
H 7.620 1.389 -3.980
H 6.967 2.708 -4.966
H -9.309 5.937 4.682
C -9.261 3.967 6.433
O -10.186 4.932 6.279
H -2.415 8.604 6.877
O 4.359 2.422 -5.472
C -0.592 0.790 4.824
C -2.601 7.466 7.028
O 7.400 -4.527 -3.096
H 7.296 -4.978 -2.208
H -0.681 -1.416 5.514
H 2.329 -3.271 -0.286
H -3.468 7.441 4.962
C -8.992 1.792 7.220
H -4.504 2.991 6.607
C 6.700 1.853 -4.340
C 1.735 -3.924 -4.118
C -2.789 4.495 6.739
H -2.300 2.977 4.761
H 1.485 -4.663 1.422
C -3.707 6.945 5.975
C -9.689 6.131 5.688
H -4.844 5.010 5.804
C 3.666 -2.431 -9.158
C 0.610 -4.207 0.805
H -8.912 6.577 6.315
H 3.906 -2.794 -10.160
H -3.483 1.561 4.968
C 1.339 -4.762 -1.754
C 4.820 1.315 -5.605
H 0.560 0.368 -11.662
Br 5.330 -3.141 -1.118
H 2.848 -6.247 -3.411
C 0.503 -1.197 3.512
O 2.924 -0.363 -10.661
H -3.121 2.457 7.801
C 2.922 -3.115 -4.908
H 1.532 -0.939 3.988
H 1.509 -3.214 3.281
C 3.415 -5.293 -3.055
C -0.028 -2.898 1.566
H 0.345 -1.942 1.014
H 4.381 -1.666 -8.843
H -8.188 2.065 7.908
H 0.326 -4.911 -2.281
H -9.580 0.994 7.675
C -2.698 2.197 5.513
H 3.261 -2.234 -4.235
H 2.268 0.894 -6.129
H 3.121 1.428 -7.620
O 5.881 -7.800 -2.985
C 1.274 -3.648 -0.561
O 2.333 -1.924 -9.111
C 0.461 -2.774 3.100
H 2.433 -2.639 -5.839
H -1.711 4.474 6.320
C -3.363 2.956 6.777
```

***

Below is 7 unconnected molecules or ions with the total composition C29H58Cl12FN3O3S3 at a distorted geometry, with properties calculated with ωB97M-V/def2-TZVPD.

The calculation puts the strongest force on any atom at 8.85 eV Å⁻¹. The SMILES is CCCCCCCCN(CCCCCCCC)C(=S)SCCCN(N(C)C(C)=O)S(=O)(=O)F.ClCCl.ClCCl.ClCCl.ClCCl.ClCCl.ClCCl.

Geometry as XYZ:
```
109
C29H58Cl12FN3O3S3 | the OMol25 dataset | ωB97M-V/def2-TZVPD
H 8.403 -3.290 -3.406
H -3.570 4.159 -2.326
H 4.089 -0.645 0.292
Cl 1.545 -0.075 5.653
C -3.146 -0.340 -0.127
C 2.631 -0.601 2.673
H -4.782 4.739 -0.349
H 4.914 -1.130 2.926
H -1.703 1.669 1.161
Cl 7.093 -1.325 -3.452
H 4.056 0.820 -1.718
H -6.162 3.070 0.523
H -1.046 -4.419 1.210
C -2.135 -3.455 -3.882
C 4.192 -0.201 2.979
Cl -9.455 7.057 1.799
Cl 0.792 -4.364 3.175
Cl 2.745 -4.244 5.336
C -3.295 -3.726 -2.753
H -7.898 5.470 2.596
C -0.154 0.135 5.209
H -1.087 -3.732 -3.392
C 1.549 1.168 -0.403
Cl 4.038 1.751 -4.819
H -1.694 -1.869 -5.469
H 2.657 2.978 -1.240
C -4.094 3.811 -0.055
H -1.063 -1.334 -2.276
H -3.054 -1.311 -4.208
H 2.247 -1.207 3.624
C 8.494 -1.958 1.364
H -1.759 0.825 -3.942
H 4.229 0.310 4.053
Cl 6.738 -3.761 -5.013
C -0.671 0.459 -3.630
H -3.648 2.329 -1.871
H 1.543 -0.222 -2.226
H -9.105 5.915 3.837
C 5.200 2.796 -3.993
H -0.191 -5.103 -0.416
H -3.596 -3.084 -0.549
H -1.812 1.376 3.034
C 4.253 1.425 -0.724
H -0.984 -6.292 0.826
H 5.947 1.078 2.284
N -0.242 1.141 -2.350
C -0.492 2.643 -2.497
S -1.469 3.477 -1.133
Cl 7.733 -1.704 -0.211
H -0.763 -0.556 5.798
H 0.095 0.690 -4.504
C 7.900 -2.716 -4.188
H -2.234 -4.153 -4.827
H -3.694 -4.826 -2.930
C -3.869 -0.049 1.353
O -4.550 -1.116 1.855
O -7.346 1.070 1.940
C 1.046 -4.035 4.893
C -2.551 -5.122 -0.484
Cl 7.361 -1.624 2.679
C -2.772 -3.642 -1.197
N -3.752 1.262 2.057
H 5.107 2.232 -0.920
H -2.092 -0.882 0.013
C 1.215 0.905 -2.020
H -4.156 -2.945 -2.891
H 8.635 -2.358 -4.913
C -5.064 2.597 0.505
Cl -0.408 -0.195 3.491
H -0.453 1.164 5.422
H 1.887 1.563 -2.725
C -3.321 3.380 -1.459
C -1.104 -5.221 0.330
H 0.747 -3.006 5.106
H 5.703 2.221 -3.211
H 5.935 3.154 -4.718
H 4.280 1.967 2.080
H -1.775 -3.043 -1.045
H 9.353 -1.289 1.456
H 0.437 -4.725 5.481
Cl -7.315 7.453 3.739
C -0.821 -1.191 -3.415
H 1.919 0.311 2.489
C -8.457 6.296 3.044
H 2.889 2.836 0.628
H -2.897 0.696 -0.635
O -6.841 3.077 3.342
H -3.330 4.216 0.743
H 1.803 0.116 0.088
H 8.826 -2.997 1.435
C 4.816 0.922 1.938
S -6.219 1.728 2.808
H 2.529 -1.327 1.736
H -5.095 1.779 -0.328
F -5.790 0.825 4.201
C -2.379 1.855 2.100
H -3.840 -0.920 -0.870
H 0.223 -1.636 -3.740
H -2.346 3.030 2.292
C -2.017 -1.857 -4.324
H 0.594 1.621 0.134
Cl 4.393 4.186 -3.257
H -3.395 -5.281 0.338
H -2.565 -5.943 -1.318
N -4.782 2.134 1.900
C 4.738 0.335 0.407
S 0.077 3.607 -3.791
C 2.852 2.208 -0.360
H 5.848 0.011 0.121
```

***

Below is 7 unconnected molecules or ions with the total composition C29H58Cl12N3O at a distorted geometry, with properties calculated with ωB97M-V/def2-TZVPD.

The calculation puts the strongest force on any atom at 2.15 eV Å⁻¹. As for the net charge: +1.

Geometry as XYZ:
```
103
C29H58Cl12N3O | the OMol25 dataset | ωB97M-V/def2-TZVPD
H -4.900 -0.061 -3.419
C 0.920 0.612 -2.774
Cl 2.367 6.252 0.948
H 0.877 1.319 -1.961
C -5.381 -1.542 -1.548
N -2.371 -2.367 -1.132
Cl 5.172 2.468 1.019
H 3.005 3.431 0.789
H -1.554 1.903 -1.358
H 5.459 9.262 4.988
H 6.188 -5.363 -3.531
O -5.275 -2.639 -2.006
H 5.854 10.371 3.672
H 1.099 -2.017 0.665
H -1.850 0.545 2.593
Cl 4.893 -3.408 -3.309
H 7.140 2.930 -0.168
C 1.922 -0.903 -0.926
C -2.013 -2.331 5.747
H -4.990 -0.889 0.436
Cl -0.972 -2.352 4.297
H 7.779 5.069 0.795
H -0.816 1.977 2.550
C -6.842 0.263 -0.966
C -0.581 -0.948 -0.041
N -0.310 0.438 0.242
H -1.566 3.191 -0.162
H 1.926 4.734 2.671
H -2.943 -5.801 -1.307
N -6.399 -0.675 -1.999
Cl -1.517 -5.677 -3.800
C 1.838 -0.569 -2.442
Cl 4.560 -6.095 -1.247
C -5.950 0.112 -3.194
C -1.894 2.172 -0.367
H 3.173 -5.724 -3.116
H -7.712 0.829 -1.282
H 0.825 -2.480 -2.939
H 4.311 -7.051 -3.373
C -1.637 -6.960 -2.568
C -1.192 -1.744 1.182
H 0.509 4.995 1.648
H 1.531 2.689 1.416
H -2.487 2.139 2.127
C 6.364 3.560 0.263
H -6.591 -0.154 -4.027
C 4.208 -6.035 -2.993
H -3.961 -3.105 -0.010
H 2.543 -2.298 -3.504
H 2.184 -0.029 -0.340
H 2.841 -0.233 -2.700
H 5.246 8.239 2.688
Cl 3.857 10.972 4.740
C 6.970 4.510 1.263
C -1.471 -1.195 -1.293
H -2.068 -0.352 -1.626
H -6.079 0.999 -0.675
H 1.231 -1.439 -4.280
H -0.061 0.324 -3.149
H 4.978 -5.210 -4.807
H -3.973 -0.137 -0.750
H -2.187 -3.368 6.029
H -1.461 -1.846 6.548
Cl 3.276 7.738 3.857
Cl 1.222 3.530 -0.753
C -2.724 -1.813 1.242
H -0.753 -1.288 2.055
H -3.834 -2.072 4.620
H -0.817 -1.434 -2.121
C -1.640 1.462 2.054
H 3.957 9.389 2.320
H -2.227 -7.211 -0.525
C -3.332 -1.649 5.488
H -6.142 1.162 -3.008
H -0.818 -2.768 1.154
C 0.767 -1.701 -0.325
H -2.832 -2.549 -2.031
C -1.212 1.248 0.626
H -2.971 -2.613 1.938
C 1.582 4.816 1.639
C 5.149 -5.120 -3.735
C 5.051 9.798 4.134
H -1.831 -3.213 -0.924
H 1.380 1.146 -3.608
C 1.929 3.557 0.887
C 4.458 8.852 3.122
H 5.867 4.094 -0.544
H -3.982 -1.768 6.354
Cl 5.786 5.705 1.853
H -3.200 -0.923 1.642
H 7.372 3.980 2.122
C 1.592 -1.809 -3.319
H 2.793 -1.560 -0.846
C -3.418 -2.170 -0.099
H -0.679 -7.472 -2.517
H -2.389 -7.668 -2.912
H -2.980 2.165 -0.269
C -2.039 -6.403 -1.229
H -7.124 -0.247 -0.047
C -4.415 -1.092 -0.463
H 0.565 -2.617 -0.883
Cl -0.747 -5.385 -0.524
Cl -3.146 0.102 5.212
```

***

| no. | E_HOMO (eV) | lowest unoccupied orbital energy (eV) |
| --- | --- | --- |
| 1 | -8.8 | -0.45 |
| 2 | -11.2 | -3.14 |
| 3 | -8.8 | -1.21 |
| 4 | -10.3 | -2.01 |